11
Properties=species:S:1:pos:R:3 method="wB97M-V/def2-TZVPD" e_homo_ev=-9.50 e_above_lowest_kj_mol=214.64 energy_ha=-285.3328 max_force_ev_per_a=1.92 charge=0
O 2.11225 -1.72325 -0.10547
C 0.99845 -1.67433 0.10870
C -0.22873 -0.14410 -1.47510
N 0.39734 0.73880 -0.81155
C -0.91213 0.74078 1.21502
C 0.25974 0.73415 0.58932
H -0.06190 -0.22536 -2.54663
H -0.95208 -0.83981 -1.03270
H -1.83219 0.64048 0.64760
H -0.98257 0.90708 2.28111
H 1.20185 0.84556 1.12970